Entry 1:
# H2N3S4

A gas-phase ion, H2N3S4 (charge +1) (wB97M-V/def2-TZVPD, the Open Molecules 2025 dataset).

Its LUMO energy (spin up / spin down) is -6.47 / -7.10 eV. Its net charge is +1. Its HOMO energy (spin up / spin down) is -12.002 / -12.762 eV. As for the spin multiplicity: 3. The calculation puts the largest force on an atom at 1.47 eV/Å.

Geometry as XYZ:
```
9
Properties=species:S:1:pos:R:3:forces:R:3:lowdin_charge:R:1
N 2.31978 0.14456 0.00012 0.86 -0.13 0.00 -0.86
N -2.31970 0.14577 -0.00030 -0.88 -0.17 0.00 -0.86
N -0.00020 -0.70612 0.00034 -0.01 -1.28 0.00 -0.78
S 1.71982 1.64378 -0.00088 0.19 0.54 0.00 0.70
S 1.45943 -1.29664 0.00080 -1.42 0.36 0.00 1.00
S -1.71983 1.64294 0.00082 -0.17 0.59 0.00 0.70
S -1.46035 -1.29575 -0.00097 1.42 0.36 0.00 1.00
H 3.32925 0.00325 -0.00046 -0.14 -0.13 0.00 0.05
H -3.32921 0.00485 0.00046 0.13 -0.13 0.00 0.06
```
Forces are in eV/Å.

Entry 2:
# CH6OS

2 unconnected molecules or ions with the total composition CH6OS (wB97M-V/def2-TZVPD, the Open Molecules 2025 dataset).

Its LUMO energy is 0.73 eV. Its HOMO energy is -8.957 eV. Its SMILES is CS.O. The calculation puts the largest force on an atom at 4.11 eV/Å.

Geometry as XYZ:
```
9
Properties=species:S:1:pos:R:3:forces:R:3:lowdin_charge:R:1
C 0.27863 1.32617 -0.58831 -3.40 -1.83 -1.40 -0.44
S -1.37509 1.97777 0.11419 2.44 -0.45 1.61 0.52
H 0.86414 2.13402 -0.93676 0.29 0.65 -1.04 -0.01
H 0.84226 0.84551 0.16036 0.29 -0.76 1.02 -0.01
H -0.12520 0.49136 -1.33930 1.56 2.13 1.24 0.07
H -0.78226 1.98882 1.40511 -1.19 0.22 -1.42 -0.13
O 0.27374 -2.55830 0.42455 -0.44 -2.24 -0.42 -0.13
H 0.68396 -3.41953 0.05642 -1.26 2.09 0.99 0.08
H -0.66018 -2.78582 0.70373 1.71 0.19 -0.58 0.06
```
Forces are in eV/Å.

Entry 3:
# C27H60N16O24P

11 unconnected molecules or ions with the total composition C27H60N16O24P (wB97M-V/def2-TZVPD, the Open Molecules 2025 dataset).

Its LUMO energy is -3.38 eV. Its net charge is +1. Its HOMO energy is -9.744 eV. The calculation puts the largest force on an atom at 4.27 eV/Å.

Geometry as XYZ:
```
128
Properties=species:S:1:pos:R:3:forces:R:3:lowdin_charge:R:1
C 1.85095 4.27814 1.26133 0.63 0.14 -0.17 -0.05
C 1.69843 4.15968 -0.30993 1.10 1.42 0.40 -0.24
O 0.34050 4.08892 -0.76903 0.64 -1.23 0.19 -0.17
C -0.17791 2.75663 -0.65522 -0.83 0.03 -0.01 -0.17
C -1.33537 2.70898 0.44334 1.29 1.67 -0.43 -0.15
O -1.05660 1.64686 1.37446 -1.48 -0.60 -0.57 -0.14
C -2.11543 0.72467 1.55066 -1.35 1.12 0.71 -0.17
N -1.86572 -0.58865 0.92036 1.77 0.04 -1.86 0.05
C -1.42354 -0.63554 -0.41391 2.37 -0.46 0.20 -0.28
N -1.94580 -0.18979 -1.52829 -1.09 -0.45 -0.10 0.01
P -3.51634 0.69504 -1.53299 -2.21 2.70 0.72 0.92
N -4.03543 1.07935 -3.13212 0.84 -1.99 1.17 -0.11
O -4.64719 -0.43583 -0.95315 2.17 -0.36 -1.23 -0.28
N -0.17509 -1.37059 -0.59740 -1.28 0.02 1.10 0.11
C -0.17918 -2.30952 0.52091 -1.52 -0.22 0.43 -0.21
N -1.07237 -3.46165 0.06222 1.62 -0.53 -0.22 0.15
C -0.41242 -4.46267 -0.22711 -1.31 0.54 -0.21 -0.30
O 0.10652 -5.44149 -0.55309 0.24 -0.11 0.16 0.20
C -1.09930 -1.63730 1.63811 -0.82 -2.11 1.39 -0.20
C -0.53943 -1.43882 3.09080 0.90 0.56 0.02 -0.12
C 0.51578 -0.28358 3.30158 0.08 0.21 0.15 -0.17
C 1.50655 -0.03129 2.10617 0.94 0.32 0.71 -0.16
C 2.71638 -1.06282 2.12808 -0.76 1.61 1.24 -0.15
N 3.73333 -0.77752 1.10423 -1.39 -1.28 0.57 -0.16
C 4.10237 0.46686 0.60422 2.30 -2.03 -2.30 -0.10
C 5.16838 0.16565 -0.35159 -1.48 -1.27 1.30 -0.07
C 5.35837 -1.31604 -0.36413 -1.19 0.85 1.08 -0.07
C 4.42504 -1.87496 0.60087 2.18 2.51 -2.68 -0.09
H 0.95649 3.92414 1.83157 0.79 0.05 -0.54 0.07
H 2.05088 5.34335 1.57659 -0.40 -1.04 -0.44 0.08
H 2.78159 3.71012 1.54734 -1.15 0.46 -0.03 0.05
H 2.32989 3.31328 -0.70466 -0.82 0.57 0.31 0.12
H 2.15755 5.11014 -0.74410 -0.77 -1.33 0.36 0.10
H 0.62556 2.01127 -0.37184 -0.77 0.79 -0.19 0.12
H -0.57979 2.48688 -1.67623 0.28 0.14 0.94 0.12
H -2.35541 2.71003 -0.00645 0.81 -0.49 0.42 0.06
H -1.23270 3.68964 0.99594 -0.12 -1.06 -0.47 0.14
H -2.27819 0.63253 2.66308 0.38 -0.65 -1.21 0.16
H -3.11037 1.09097 1.15568 1.21 -0.10 0.16 0.12
H -1.48324 -0.32973 -2.44218 0.03 -0.27 0.71 0.10
H -3.27438 1.47256 -3.70115 -0.52 -0.02 0.13 0.01
H -4.48635 0.28164 -3.59404 0.30 0.38 -0.13 0.06
H -4.17400 -1.29641 -0.93571 -0.79 0.22 0.00 0.06
H 0.65599 -0.79188 -0.74031 -0.31 -0.10 0.10 0.15
H 0.76419 -2.80325 0.84502 -0.35 1.44 -0.22 0.15
H -1.88810 -2.43184 1.80544 0.96 0.72 -0.13 0.14
H -0.03286 -2.41010 3.37347 -0.68 0.81 -0.55 0.11
H -1.38310 -1.33431 3.83023 0.75 -0.05 -0.86 0.13
H 1.14546 -0.53212 4.20327 -0.74 0.17 -0.85 0.10
H -0.01363 0.67228 3.57243 0.49 -0.89 -0.48 0.11
H 1.00669 0.04941 1.10923 0.37 -0.16 0.88 0.07
H 1.98165 0.97747 2.29305 -0.62 -0.94 -0.29 0.12
H 3.21204 -0.92961 3.13324 -0.65 -0.33 -0.90 0.13
H 2.30213 -2.10108 2.09351 0.81 0.68 -0.30 0.10
H 3.69689 1.46277 0.87410 0.21 -1.45 -0.03 0.08
H 5.70581 0.92419 -0.96622 -0.55 -0.88 0.67 0.09
H 6.07995 -1.88761 -1.01066 -0.91 0.77 0.92 0.08
H 4.26870 -2.93827 0.86852 -0.09 1.18 0.07 0.11
C 0.52726 -7.93007 -2.26179 0.01 0.16 0.25 0.03
N 1.73171 -8.65063 -2.75532 0.11 -0.10 -0.08 -0.45
O 2.80207 -8.36316 -2.24928 -0.17 -0.07 -0.16 0.06
O 1.55825 -9.47439 -3.62943 0.11 0.21 0.22 0.08
H 0.83080 -7.23133 -1.48924 0.09 -0.27 -0.20 0.05
H 0.09019 -7.40428 -3.10849 -0.03 -0.18 -0.01 0.10
H -0.15954 -8.67315 -1.86203 0.00 0.01 -0.17 0.11
C 1.53443 -4.56414 5.66429 0.14 -0.28 -0.04 0.05
N 1.79712 -3.11742 5.43335 0.01 -0.19 0.10 -0.44
O 2.78523 -2.82351 4.79213 -0.16 0.13 0.03 0.07
O 0.99637 -2.33288 5.90353 0.14 -0.04 -0.11 0.06
H 2.32308 -5.14212 5.19074 -0.02 0.14 0.03 0.10
H 1.52750 -4.72837 6.73956 -0.14 0.05 -0.07 0.11
H 0.56681 -4.79632 5.22403 -0.01 0.07 0.16 0.10
C -5.45273 5.09482 -1.02290 -0.25 0.16 0.05 0.06
N -4.92375 3.75911 -1.40962 -0.12 0.14 0.01 -0.43
O -5.71606 2.84057 -1.47480 0.33 0.08 0.13 0.04
O -3.72413 3.68316 -1.63216 -0.40 0.10 -0.03 -0.01
H -6.52284 5.01151 -0.85620 0.11 -0.10 0.00 0.10
H -4.94244 5.39807 -0.11115 0.05 0.01 -0.12 0.11
H -5.24046 5.78041 -1.84054 0.13 -0.04 0.09 0.10
C -6.00628 -0.85653 1.84993 -0.06 0.16 -0.27 0.03
N -6.17201 -0.48992 3.28129 -0.04 0.01 0.08 -0.44
O -6.43865 0.67312 3.52759 0.09 -0.29 0.12 0.05
O -6.02734 -1.37589 4.09846 -0.01 0.29 -0.15 0.08
H -6.16228 0.03004 1.24216 0.03 -0.05 0.10 0.09
H -4.99400 -1.23569 1.72577 -0.10 -0.09 0.05 0.08
H -6.74548 -1.61975 1.61587 0.13 -0.05 0.07 0.11
C -8.87909 2.77839 3.12584 0.09 -0.26 -0.11 0.04
N -8.60192 4.21864 2.87531 0.01 0.05 -0.02 -0.45
O -7.59793 4.49459 2.23896 -0.22 0.06 0.09 0.04
O -9.39742 5.01715 3.32333 0.27 -0.12 -0.16 0.08
H -8.09026 2.18780 2.67116 -0.02 0.15 0.06 0.06
H -8.89959 2.62979 4.20315 -0.10 0.05 -0.07 0.11
H -9.84300 2.54732 2.67719 -0.02 0.11 0.15 0.10
C 6.75680 3.28048 3.00337 0.21 0.22 -0.13 0.06
N 5.53774 2.54055 2.58303 0.07 0.00 -0.02 -0.42
O 4.91491 2.97738 1.62871 0.23 0.18 0.45 0.01
O 5.24729 1.55021 3.22232 -0.14 0.27 -0.15 0.08
H 6.89009 4.13542 2.34654 -0.10 -0.11 0.00 0.10
H 6.60599 3.60235 4.03145 0.03 -0.15 -0.02 0.10
H 7.59892 2.59634 2.92350 -0.09 -0.02 0.12 0.11
C -0.18957 0.40011 -6.09988 0.18 0.17 -0.25 0.07
N -1.30920 0.63100 -5.14842 0.37 0.34 -0.52 -0.40
O -1.79306 1.74347 -5.10418 0.00 -0.49 0.29 0.09
O -1.66807 -0.32342 -4.47123 0.04 0.10 0.17 0.00
H 0.01667 1.32753 -6.62641 -0.14 -0.02 0.12 0.11
H 0.67451 0.08375 -5.51856 -0.14 -0.17 -0.04 0.10
H -0.50389 -0.37751 -6.79329 0.07 -0.08 0.16 0.11
C 5.93814 -5.64523 -2.54601 -0.10 -0.27 0.06 0.04
N 6.87590 -4.65129 -1.95675 0.09 -0.01 0.08 -0.45
O 7.35571 -4.90915 -0.87011 -0.08 0.19 -0.23 0.07
O 7.09430 -3.64762 -2.61004 -0.05 -0.20 0.21 0.05
H 5.83863 -6.48163 -1.85996 0.07 0.11 -0.01 0.09
H 4.98158 -5.14757 -2.69012 0.12 0.03 -0.11 0.10
H 6.35949 -5.97145 -3.49423 -0.08 0.13 0.00 0.10
C 2.41105 8.21349 -2.33232 -0.24 0.03 0.18 0.04
N 3.67675 7.43676 -2.42496 0.09 -0.05 0.01 -0.45
O 3.89435 6.61121 -1.55517 0.05 0.15 -0.23 0.05
O 4.40338 7.68367 -3.36482 -0.14 -0.12 0.25 0.07
H 1.86606 7.88970 -1.44993 0.12 -0.03 -0.06 0.09
H 2.67701 9.26560 -2.25777 0.00 -0.07 -0.14 0.10
H 1.83788 8.01478 -3.23516 0.12 0.10 -0.01 0.10
C -0.84741 -3.43443 -3.59562 0.01 0.13 0.28 0.03
N -0.17550 -3.31968 -4.91723 0.07 0.03 -0.11 -0.44
O 0.74241 -2.52287 -5.01120 -0.20 -0.15 -0.06 0.05
O -0.59307 -4.02931 -5.80748 0.13 0.23 0.19 0.09
H -0.37357 -2.74587 -2.90026 0.03 -0.05 -0.11 0.07
H -1.89531 -3.17816 -3.73868 0.04 -0.15 -0.06 0.10
H -0.73527 -4.46265 -3.25730 -0.11 0.02 -0.11 0.09
```
Forces are in eV/Å.